No. 1
Formula: C19H37AsIrNOSi2
Source: the OMol25 dataset
Level of theory: ωB97M-V/def2-TZVPD

Multiplicity: 2
Total charge: +3
HOMO energy (alpha / beta): -0.6612 / -0.6549 hartree
⟨S²⟩: 1.121

```
62
C19H37AsIrNOSi2 (ωB97M-V/def2-TZVPD)
Ir 0.10374 1.08148 -0.28331
C 0.04561 2.50004 3.39121
C 0.78959 2.71513 2.11976
C 0.07999 2.97785 0.91595
C 0.78827 3.30387 -0.28023
C 2.18275 3.35038 -0.26284
C 2.87280 3.06745 0.92389
C 2.18937 2.75258 2.08787
H -0.09398 3.46246 3.89536
H 0.59546 1.86762 4.08642
H -0.94879 2.09140 3.21869
H -0.97959 3.20731 0.98720
H 0.25285 3.74135 -1.11809
H 2.72191 3.68206 -1.14076
H 3.95234 3.14611 0.93891
H 2.74016 2.58472 3.00509
O -2.02669 0.72893 -0.46881
C -2.65976 0.34772 -1.48948
C -2.01116 -0.40875 -2.60044
C -1.41640 0.77785 -3.42121
C -2.41844 1.86948 -3.85364
C -2.90288 2.85624 -2.76516
C -4.00562 2.30420 -1.82530
N -3.86172 0.84143 -1.76490
H -2.72081 -0.97281 -3.20349
H -1.20976 -1.05923 -2.24728
H -0.95341 0.36038 -4.31517
H -0.61120 1.23523 -2.81953
H -3.27387 1.40113 -4.34933
H -1.91491 2.46325 -4.61665
H -3.30710 3.73734 -3.26300
H -2.04180 3.18828 -2.17524
H -4.99938 2.52426 -2.20453
H -3.92202 2.73806 -0.83104
H -4.38522 0.34715 -2.47192
C 0.28315 -4.67528 -0.49463
Si -0.84125 -3.62899 0.55818
C -2.50393 -3.19106 -0.16190
C -0.71303 -3.64413 2.41661
As 0.77538 -1.20144 0.24522
Si 3.18456 -1.47294 1.39584
C 4.13290 -0.30296 0.28236
C 3.51518 -3.30154 1.22235
C 2.75982 -0.84785 3.11344
H -0.04774 -5.71732 -0.42700
H 1.32204 -4.64608 -0.16732
H 0.23943 -4.39411 -1.54754
H -3.24188 -3.89461 0.23754
H -2.51866 -3.29328 -1.24686
H -2.83560 -2.18903 0.11303
H -1.40428 -4.40063 2.80202
H -1.00151 -2.69102 2.86193
H 0.28354 -3.91100 2.76876
H 4.48512 -0.81377 -0.61476
H 5.01666 0.05869 0.81522
H 3.55092 0.56657 -0.02085
H 3.51637 -3.64151 0.18634
H 2.81290 -3.90212 1.80143
H 4.51320 -3.51326 1.61961
H 1.92262 -0.14865 3.12071
H 3.62943 -0.34102 3.53888
H 2.51434 -1.67362 3.78237
```

---

No. 2
Formula: C19H37AsN5O2S2Sn
Source: the OMol25 dataset
Level of theory: ωB97M-V/def2-TZVPD

Multiplicity: 1
Total charge: +3
HOMO energy: -0.6110 hartree

```
67
C19H37AsN5O2S2Sn (ωB97M-V/def2-TZVPD)
Sn 1.83462 0.10717 -0.06553
O -0.67612 -0.21510 1.30899
N -0.65753 -0.26313 2.68628
N 0.52094 -0.09748 3.09028
O 1.50289 0.06599 2.28995
C 0.77246 -0.10699 4.49904
C -0.25625 -0.38026 5.40469
C 0.02810 -0.39053 6.75299
C 1.32414 -0.14671 7.19848
C 2.33741 0.13215 6.29041
C 2.06775 0.15895 4.93570
H -1.25472 -0.58520 5.04948
H -0.75847 -0.59196 7.46676
H 1.54307 -0.17889 8.25722
H 3.34158 0.32042 6.64291
H 2.84900 0.38358 4.22590
S 1.40278 2.66924 -0.38508
C 2.66496 3.50730 -1.18697
N 2.82975 4.79630 -1.05947
C 3.82736 5.44616 -1.91177
C 4.74189 4.34056 -2.44640
S 3.80204 2.77944 -2.25044
H 2.21469 5.35570 -0.48034
H 4.38547 6.17920 -1.33260
H 3.31529 5.97154 -2.71976
H 5.66564 4.24266 -1.88170
H 4.97896 4.46763 -3.49848
C 0.09048 -0.34359 -4.30572
C 0.59441 -1.61586 -3.63067
C 1.53861 -2.38922 -4.55295
C -0.57606 -2.50155 -3.21781
N 1.28000 -1.25510 -2.34274
N 2.45945 -0.44162 -2.46120
H -0.57464 -0.60885 -5.12587
H 0.90098 0.24443 -4.74203
H -0.46454 0.27784 -3.59849
H 1.01134 -2.69618 -5.45509
H 1.91220 -3.29303 -4.06508
H 2.38888 -1.78378 -4.87191
H -1.11463 -2.84281 -4.10025
H -1.27497 -1.95049 -2.58300
H -0.22685 -3.38870 -2.68320
H 1.58652 -2.13747 -1.93775
H 2.21649 0.33312 -3.07234
H 3.23319 -0.93444 -2.90448
C -3.80436 -1.35903 3.00990
C -3.63772 -0.19367 2.03705
As -2.33097 -0.62206 0.65546
C -2.10380 -2.50862 0.25223
C -3.24166 -3.07357 -0.59814
C -2.24457 0.53447 -0.91134
C -3.60838 1.08967 -1.32528
H -4.58794 -1.11541 3.72587
H -2.88789 -1.55628 3.56162
H -4.10987 -2.27154 2.49758
H -3.28478 0.71801 2.51989
H -4.56901 0.02721 1.51173
H -2.01814 -3.02035 1.21169
H -1.14205 -2.55759 -0.26188
H -4.19821 -3.02997 -0.07724
H -3.03596 -4.11923 -0.81972
H -3.34106 -2.54486 -1.54727
H -1.79793 -0.07173 -1.70297
H -1.54597 1.32801 -0.64091
H -4.31828 0.28796 -1.52933
H -3.49627 1.67268 -2.23754
H -4.02376 1.74546 -0.56137
```

---

No. 3
Formula: C19H37NO24Tl
Source: the OMol25 dataset
Level of theory: ωB97M-V/def2-TZVPD

Multiplicity: 1
Total charge: +1
HOMO energy: -0.4508 hartree

```
82
C19H37NO24Tl (ωB97M-V/def2-TZVPD)
Tl -12.06206 -10.20541 -26.36151
N -14.88844 -7.39217 -27.00516
O -15.33442 -6.34193 -27.28258
O -13.82411 -7.76492 -27.34731
O -15.42603 -8.13375 -26.27120
O -15.83591 -12.67907 -28.09565
C -15.87092 -11.56702 -27.28698
O -17.01699 -11.19363 -26.85030
O -14.84516 -10.97464 -26.94598
H -16.73124 -13.02541 -28.10160
C -17.64659 -14.88568 -26.47731
O -18.37902 -16.03653 -27.07996
C -19.51233 -16.45792 -26.43253
O -19.79350 -16.18031 -25.21468
O -20.33587 -17.12240 -27.19470
C -21.39036 -17.84809 -26.57726
H -16.70457 -14.76437 -27.01210
H -17.39474 -15.21127 -25.46803
H -18.14875 -13.91889 -26.44166
H -21.04712 -18.17052 -25.59424
H -21.79100 -18.70218 -27.12325
H -22.22078 -17.20373 -26.28861
C -18.23837 -8.52833 -28.54565
O -18.56812 -7.16830 -28.37691
C -18.68261 -6.59442 -27.13522
O -18.47925 -7.21722 -26.08427
O -18.99239 -5.25743 -27.34330
C -18.98735 -4.44677 -26.11759
H -17.19413 -8.58158 -28.23770
H -18.22945 -8.91069 -29.56635
H -19.09230 -9.05724 -28.12238
H -18.12721 -4.71325 -25.50340
H -19.89510 -4.56889 -25.52665
H -18.92796 -3.41647 -26.46836
C -17.32662 -11.87713 -31.28421
O -18.18577 -12.88676 -31.58022
C -18.30088 -13.95062 -30.63868
O -17.71026 -14.01830 -29.57533
O -19.21140 -14.79660 -31.14906
C -19.65719 -15.82433 -30.43346
H -17.66473 -11.24235 -30.46516
H -17.20966 -11.20855 -32.13710
H -16.36137 -12.29706 -31.00127
H -20.48557 -15.58702 -29.76596
H -18.91279 -16.40572 -29.88943
H -20.03830 -16.60245 -31.09481
C -13.90025 -17.59662 -33.92947
O -13.54514 -16.61130 -33.07416
C -14.21110 -16.40469 -31.91796
O -15.25386 -16.90845 -31.56419
O -13.50600 -15.61280 -31.12380
C -14.13744 -14.93038 -30.07825
H -13.67348 -18.61810 -33.62407
H -13.35632 -17.42644 -34.85859
H -14.97485 -17.51188 -34.09119
H -14.27952 -15.67543 -29.29544
H -15.16274 -14.60095 -30.24660
H -13.50857 -14.09143 -29.78025
C -16.20868 -17.43973 -23.68541
O -15.48794 -16.21647 -23.89756
C -14.91116 -15.93037 -25.13403
O -14.98030 -16.77470 -26.03616
O -14.23161 -14.78106 -25.12453
C -13.38096 -14.59208 -26.23797
H -16.29750 -17.48128 -22.59983
H -15.81517 -18.39048 -24.04506
H -17.22300 -17.34614 -24.07334
H -12.67427 -13.78781 -26.03339
H -13.88141 -14.29858 -27.16073
H -12.78743 -15.50596 -26.21260
C -22.01200 -8.62924 -25.72148
O -21.93989 -9.72629 -26.64947
C -20.85787 -10.41293 -26.65576
O -19.77669 -10.22930 -25.98258
O -21.03567 -11.33880 -27.71827
C -19.95371 -12.19644 -28.06708
H -21.17362 -7.94072 -25.82718
H -22.26463 -8.96009 -24.71410
H -22.86613 -8.05819 -26.08544
H -19.47589 -12.55824 -27.15666
H -19.24928 -11.65904 -28.70198
H -20.25824 -12.97495 -28.76659
```

---

Summary of calculated total energy in Ha
-3794.1864 -4415.8376 -2778.4787
(order as listed above)
Summary of largest force on an atom in Eh/bohr
0.046 0.019 0.130
(order as listed above)